(1)
Below is 2 unconnected molecules or ions with the total composition C11H15N in a non-equilibrium geometry, with properties calculated with ωB97M-V with the def2-TZVPD basis set.

Last column: Löwdin charge in e.
Geometry (Å):
C 1.3726 -2.0250 -0.6284  -0.06
C 0.1836 0.9869 0.9462  -0.21
C 0.0851 -0.3487 0.5245  -0.13
C 1.2407 -0.6866 -0.2280  -0.32
C 2.0354 0.4225 -0.2276  -0.05
C -0.5797 1.5123 1.9521  -0.02
C -1.6615 0.7763 2.4093  -0.09
C -1.1554 -1.0372 0.9129  -0.01
C -1.8968 -0.5234 1.9569  -0.11
N 1.3932 1.5029 0.4453  0.11
H 1.8022 2.3467 0.6295  0.10
H -0.4158 2.4850 2.2594  0.09
H 2.8014 0.5068 -0.9869  0.12
H -2.1610 1.1054 3.2769  0.08
H -1.4463 -2.0195 0.5547  0.10
H 1.6462 -2.6992 0.1835  0.10
H 2.0245 -2.0857 -1.4081  0.05
H -2.6977 -1.1600 2.2911  0.10
H 0.3966 -2.4570 -1.0446  0.10
C 0.0488 0.3638 -3.2833  -0.16
C -1.1136 -0.5010 -2.8030  -0.16
H 0.8172 0.6031 -2.3428  0.10
H 0.6612 -0.0988 -4.0587  0.04
H -0.1628 1.3416 -3.8227  0.07
H -1.7485 -0.7530 -3.6297  0.06
H -0.8560 -1.2742 -2.1224  0.02
H -1.7695 -0.0003 -2.0852  0.07

The SMILES is Cc1c[nH]c2ccccc12.CC. For the energy above the lowest of the compared OMol25 structures with the same formula, charge and spin, the calculation gives 1.956 eV.

(2)
Below is 7 unconnected molecules or ions with the total composition C43H99B2N2O26S6 in a non-equilibrium geometry, with properties calculated with ωB97M-V with the def2-TZVPD basis set.

Last column: Löwdin charge in e.
Geometry (Å):
C 3.6580 -0.3788 -2.6674  0.05
C 3.7428 0.9144 -2.9654  -0.06
C 4.0052 1.9248 -1.9125  -0.51
O 4.9345 1.8607 -1.1746  0.17
O 3.0579 2.8829 -1.8082  -0.04
C 3.3129 4.1293 -2.5165  -0.12
C 2.2200 4.4562 -3.5620  -0.14
C 1.2340 3.3119 -3.7456  -0.21
C 0.1242 3.5763 -4.7720  -0.18
C -1.1594 2.8486 -4.3186  -0.18
C -1.0153 1.3696 -4.6597  -0.14
C -1.9980 0.3709 -4.0082  -0.13
C -2.9067 0.8744 -2.8272  -0.18
C -4.2440 1.2997 -3.4277  -0.22
N -5.1464 1.9313 -2.4424  0.04
C -2.9956 -0.3310 -1.8144  -0.17
C -4.3343 -1.0859 -1.8716  0.00
B -4.5239 -2.5393 -1.2469  -0.68
O -4.3407 -3.7040 -1.9500  0.17
O -4.9407 -2.6555 0.0527  0.17
N -1.6569 -0.9430 -2.0643  0.06
C -1.1319 -2.1905 -1.3398  -0.02
C -1.5649 -2.5971 0.0883  -0.13
C -2.1726 -1.6479 1.1235  -0.20
C -2.6696 -2.4567 2.3509  -0.23
C -2.1065 -1.9639 3.7000  -0.08
B -0.6369 0.1368 -1.5207  -0.66
O 0.4374 0.5581 -2.2204  0.22
O -0.9015 0.6271 -0.2831  0.23
C -1.4944 -1.0481 -3.5842  -0.33
C -2.3999 -2.0753 -4.2888  -0.06
C -1.9937 -3.5499 -4.2235  -0.17
C -2.4886 -4.3256 -5.4467  -0.24
O -1.7409 -5.5180 -5.6580  -0.06
O -0.1793 -1.4482 -3.8065  -0.08
C 0.3951 -1.2840 -5.1014  -0.22
C 1.0595 -2.5657 -5.5627  -0.04
H 3.3052 -1.1047 -3.3889  0.06
H 3.9569 -0.7557 -1.6978  0.09
H 3.6271 1.2444 -3.9891  0.12
H 3.3340 4.9011 -1.7527  0.12
H 4.3033 4.0779 -2.9634  0.13
H 1.6895 5.3427 -3.2201  0.11
H 2.7155 4.6611 -4.5090  0.12
H 1.8063 2.4450 -4.0748  0.09
H 0.8207 3.0370 -2.7789  0.10
H -0.0634 4.6450 -4.8368  0.10
H 0.3954 3.1811 -5.7484  0.12
H -1.2529 3.0214 -3.2460  0.10
H -2.0302 3.2995 -4.7970  0.12
H -1.1202 1.2815 -5.7419  0.13
H 0.0071 1.0929 -4.4416  0.08
H -2.7471 0.2085 -4.7812  0.13
H -2.5397 1.7867 -2.3568  0.13
H -4.7423 0.4784 -3.9387  0.09
H -4.0237 2.0543 -4.1823  0.12
H -5.0720 2.9374 -2.5316  0.07
H -4.8169 1.7559 -1.4998  0.06
H -3.0030 0.1601 -0.8530  0.13
H -5.0307 -0.4599 -1.3142  0.12
H -4.7587 -1.1228 -2.8741  0.09
H -4.5502 -3.6436 -2.8873  0.10
H -5.6200 -3.3342 0.1392  0.13
H -0.0461 -2.0872 -1.3546  0.14
H -1.3094 -3.0267 -2.0057  0.11
H -2.2438 -3.4454 -0.0066  0.11
H -0.6733 -3.0202 0.5515  0.13
H -1.4098 -0.9734 1.5003  0.10
H -3.0090 -1.0687 0.7530  0.09
H -3.7545 -2.4171 2.3778  0.09
H -2.4066 -3.5053 2.2116  0.10
H -2.8902 -1.9751 4.4476  0.05
H -1.3438 -2.6585 4.0463  0.07
H -1.6845 -0.9663 3.6195  0.07
H 1.2383 0.0196 -2.2241  0.11
H -0.8016 1.5869 -0.2666  0.15
H -3.4482 -1.9835 -4.0280  0.11
H -2.3733 -1.7930 -5.3432  0.13
H -2.4215 -4.0446 -3.3552  0.10
H -0.9168 -3.6970 -4.1680  0.11
H -3.5313 -4.6199 -5.2983  0.12
H -2.3738 -3.7336 -6.3523  0.12
H -1.4247 -5.8504 -4.8133  0.08
H -0.3194 -0.9523 -5.8537  0.13
H 1.1466 -0.4932 -5.0488  0.11
H 1.6105 -3.0426 -4.7558  0.09
H 0.3335 -3.2660 -5.9728  0.07
H 1.7466 -2.3163 -6.3698  0.09
O -7.2789 0.0187 -4.7736  -0.28
S -7.7012 -1.3389 -4.9449  0.55
O -6.8763 -2.2492 -5.6816  -0.28
O -9.1748 -1.3609 -5.5005  -0.26
C -9.4646 -0.5883 -6.6978  -0.23
C -8.9933 -1.2769 -7.9600  -0.07
C -8.0645 -2.0409 -3.3714  -0.10
H -9.0340 0.4075 -6.5917  0.12
H -10.5463 -0.4820 -6.6950  0.12
H -7.9063 -1.3180 -8.0107  0.07
H -9.3572 -0.7306 -8.8296  0.09
H -9.3676 -2.2990 -8.0019  0.09
H -8.7129 -1.3612 -2.8263  0.08
H -7.1173 -2.1626 -2.8498  0.05
H -8.5414 -3.0057 -3.5206  0.08
O 7.2444 3.2195 5.1213  -0.27
S 6.5911 1.9733 4.8577  0.57
O 7.2704 0.9456 4.1271  -0.28
O 5.1944 2.2636 4.1640  -0.26
C 5.1918 3.1220 2.9987  -0.24
C 5.6575 2.4114 1.7458  -0.08
C 5.9845 1.2709 6.3440  -0.13
H 5.7896 4.0109 3.2048  0.11
H 4.1558 3.4406 2.8987  0.12
H 6.7159 2.1617 1.8086  0.08
H 5.5051 3.0473 0.8790  0.06
H 5.1070 1.4829 1.6026  0.08
H 5.4173 2.0021 6.9107  0.08
H 6.8533 0.9452 6.9108  0.07
H 5.3698 0.4138 6.0838  0.08
O 7.3901 -1.9955 5.9976  -0.29
S 8.7129 -2.3498 5.5675  0.57
O 8.8948 -3.1795 4.4190  -0.27
O 9.4777 -2.9964 6.8036  -0.26
C 8.8320 -4.0884 7.4950  -0.25
C 8.9498 -5.4023 6.7513  -0.07
C 9.7074 -0.9106 5.4145  -0.11
H 7.7897 -3.8277 7.6853  0.09
H 9.3398 -4.1435 8.4557  0.12
H 8.3781 -5.3870 5.8249  0.07
H 8.5735 -6.2126 7.3760  0.08
H 9.9896 -5.6040 6.4969  0.09
H 9.5938 -0.3127 6.3144  0.08
H 9.3520 -0.3557 4.5488  0.06
H 10.7408 -1.2165 5.2768  0.08
O 0.8677 5.8303 -6.9735  -0.29
S -0.1664 6.5827 -7.6226  0.55
O -1.3898 5.9374 -7.9858  -0.27
O 0.4514 7.3198 -8.8770  -0.26
C 1.1887 6.5232 -9.8383  -0.24
C 0.2806 5.7414 -10.7633  -0.07
C -0.5249 8.0223 -6.6799  -0.12
H 1.8830 5.8726 -9.3056  0.11
H 1.7775 7.2469 -10.3964  0.12
H -0.2562 4.9595 -10.2281  0.07
H 0.8742 5.2757 -11.5496  0.08
H -0.4583 6.3989 -11.2197  0.09
H 0.4076 8.5234 -6.4375  0.08
H -1.0295 7.6915 -5.7748  0.07
H -1.1776 8.6661 -7.2625  0.08
O -3.6846 -1.2782 6.7760  -0.28
S -4.3665 -0.5747 7.8218  0.56
O -3.6314 -0.1103 8.9541  -0.26
O -5.5959 -1.4506 8.3043  -0.26
C -5.3332 -2.8271 8.6734  -0.25
C -4.7142 -2.9523 10.0492  -0.07
C -5.2941 0.7566 7.1453  -0.12
H -4.7112 -3.2906 7.9069  0.11
H -6.3082 -3.3080 8.6436  0.12
H -3.7047 -2.5451 10.0701  0.07
H -4.6674 -4.0031 10.3346  0.08
H -5.3066 -2.4108 10.7858  0.09
H -5.8806 0.3876 6.3090  0.07
H -4.5762 1.5026 6.8126  0.08
H -5.9320 1.1660 7.9234  0.08
O 4.9881 0.3212 9.2143  -0.28
S 4.6376 -1.0304 9.5384  0.57
O 3.3579 -1.5467 9.1666  -0.27
O 4.8733 -1.2556 11.0895  -0.26
C 4.2528 -0.3197 12.0048  -0.24
C 2.7757 -0.5893 12.2000  -0.07
C 5.8941 -2.1132 8.9568  -0.13
H 4.4357 0.6970 11.6557  0.11
H 4.7956 -0.4506 12.9381  0.12
H 2.2099 -0.3840 11.2927  0.07
H 2.3905 0.0464 12.9971  0.08
H 2.6093 -1.6326 12.4665  0.08
H 6.8600 -1.7318 9.2761  0.08
H 5.8332 -2.1250 7.8696  0.06
H 5.7083 -3.1052 9.3604  0.08

The total charge is +1.

(3)
Below is 6 unconnected molecules or ions with the total composition CH13N2O4 in a non-equilibrium geometry, with properties calculated with ωB97M-V with the def2-TZVPD basis set.

Last column: Löwdin charge in e.
Geometry (Å):
N -0.9908 1.4620 0.0426  0.10
C -0.8896 0.1697 0.5325  -0.49
N -0.3697 0.1334 1.8182  0.19
H 0.5811 1.6192 0.1044  -0.02
H -1.5464 1.9535 0.7467  0.12
H -1.8078 -0.4629 0.5726  0.20
H -0.0160 -0.4002 -0.0123  0.15
H -0.9670 -0.0867 -1.1394  0.48
H 0.5372 -2.2286 0.0263  -0.02
H 1.8949 -2.7062 -0.5278  0.08
O 1.3425 -1.9227 -0.4355  0.00
H 1.8359 2.1238 -0.7339  0.08
H 0.4414 0.7010 2.0424  0.14
O 1.4893 1.3745 -0.2345  -0.03
H -0.6844 1.6311 -1.8044  -0.04
H -0.8618 2.1598 -3.2217  0.08
O -0.4543 1.4363 -2.7180  0.00
H -0.3502 -0.8781 2.0938  0.09
H -0.5159 -3.2694 1.7990  0.06
O -0.3691 -2.3760 1.4205  -0.15

For the energy above the lowest of the compared OMol25 structures with the same formula, charge and spin, the calculation gives 14.450 eV. The total charge is +1.

Molar mass
In order: 161.25, 1274.28, 117.12
Unit: g mol⁻¹
E_tot
In order: -482.8433, -6202.2286, -455.6413
Unit: hartree